C20H25As2ClCoN4O12STe as an isolated structure. Source: OMol25; level of theory: ωB97M-V/def2-TZVPD.

```
67
Properties=species:S:1:pos:R:3
Co 0.379 -1.393 -1.722
O -3.034 -5.785 -0.516
C -3.202 -4.811 0.365
O -3.861 -4.970 1.368
C -2.562 -3.507 0.079
C -2.659 -2.399 0.903
N -1.980 -1.401 0.322
N -1.430 -1.775 -0.835
C -1.766 -3.063 -1.013
C -1.260 -3.752 -2.198
O -1.676 -4.853 -2.570
O -0.330 -3.111 -2.817
H -2.520 -5.509 -1.333
H -3.168 -2.296 1.841
H -1.882 -0.451 0.659
C -0.326 -1.096 3.998
O -0.578 -0.221 2.915
C 0.474 0.058 2.103
O 1.569 -0.452 2.238
C 0.134 1.008 1.050
C -0.812 1.959 1.206
As -1.614 3.146 -0.164
C -1.832 4.796 0.920
C 0.151 3.171 -0.970
C 0.304 1.920 -1.623
As 1.124 0.528 -0.598
C 2.982 0.961 -0.142
C -0.730 1.552 -2.523
O -1.585 2.317 -2.968
O -0.667 0.252 -2.992
C -1.555 -0.026 -4.056
C 1.293 3.894 -0.581
O 2.431 3.693 -0.997
O 1.039 4.966 0.265
C 2.164 5.773 0.514
C -1.595 2.144 2.436
O -2.791 1.952 2.426
O -1.023 2.632 3.555
C 0.355 2.939 3.558
H 0.307 -0.606 4.741
H 0.168 -2.007 3.651
H -1.295 -1.322 4.432
H -2.796 4.739 1.430
H -1.866 5.628 0.215
H -1.045 4.975 1.647
H 3.023 1.845 0.492
H 3.514 1.154 -1.075
H 3.427 0.103 0.369
H -1.393 -1.062 -4.347
H -1.347 0.643 -4.895
H -2.587 0.130 -3.733
H 1.820 6.629 1.090
H 2.612 6.101 -0.426
H 2.920 5.220 1.080
H 0.557 3.397 4.527
H 0.610 3.637 2.755
H 0.976 2.045 3.447
N 2.941 -3.755 -2.209
C 2.491 -4.118 -1.021
N 2.953 -5.259 -0.458
S 1.385 -3.207 -0.138
H 3.625 -4.318 -2.689
H 2.689 -2.826 -2.610
H 3.477 -5.923 -1.005
H 2.490 -5.586 0.370
Cl 2.098 -1.039 -3.150
Te 0.289 -4.007 -4.591
```

Results
- expectation value of S² = 6.017
- multiplicity = 5
- E_LUMO (spin up / spin down) (eV) = 1.94 / 1.67
- total charge = -1
- HOMO-LUMO gap (spin up / spin down) (eV) = 6.10 / 5.85